[1]
Density functional theory data (ωB97M-V with the def2-TZVPD basis set) for a 15-piece molecular cluster, C35H54N15O overall in a non-equilibrium geometry.

```
105
Properties=species:S:1:pos:R:3:forces:R:3
C -1.309890 1.975920 -0.692802 0.429 0.539 1.770
C -2.069372 2.598872 -1.405565 -0.718 -0.550 -2.245
C -2.817395 3.133056 -2.678327 -0.145 1.144 0.848
N -2.210274 4.295473 -3.315434 0.650 -0.652 0.640
C -0.760973 4.236982 -3.327933 -0.935 0.298 -1.126
C -0.141161 2.969281 -4.037196 1.499 0.431 1.047
O -0.458253 2.869335 -5.431375 -0.326 -0.644 0.323
C -1.148457 1.669854 -5.754638 -0.455 -0.115 0.301
C -0.214740 0.437526 -6.062583 -0.857 -0.500 0.114
H -0.713202 1.764623 0.217854 -0.696 0.023 -1.485
H -3.831490 3.469024 -2.308024 0.775 -0.465 -0.358
H -3.043219 2.284326 -3.407802 0.455 0.106 0.935
H -0.279801 4.400210 -2.302597 -0.053 -0.650 -0.681
H -0.419307 5.124624 -3.947995 -0.202 -0.724 0.505
H -0.342325 2.020646 -3.469487 -0.204 0.886 -0.661
H 0.991042 3.099385 -3.977612 -0.825 -0.221 -0.089
H -1.857665 1.908414 -6.595862 0.862 -0.306 0.568
H -1.801123 1.382552 -4.887835 0.467 0.290 -0.648
H -0.172486 0.190806 -7.158453 0.297 0.416 0.984
H -0.688167 -0.455364 -5.561424 0.533 0.705 -0.526
H 0.796109 0.538376 -5.601900 -0.741 0.144 -0.541
C -0.559669 -0.118573 3.635545 0.074 0.285 -0.461
C -0.182461 1.042271 2.799447 -0.208 -0.799 0.576
N 0.111728 1.936836 2.145399 0.301 0.234 0.218
H 0.108692 -0.190602 4.489252 -0.054 -0.019 -0.083
H -1.581690 -0.001071 3.992481 0.064 0.016 -0.009
H -0.490907 -1.035931 3.051351 -0.001 0.076 -0.012
C 2.910488 0.749460 -3.232468 -0.851 -0.533 -0.009
C 1.575779 0.257993 -2.790833 0.901 0.260 -0.281
N 0.535090 -0.101698 -2.465092 0.126 -0.283 0.035
H 3.070399 0.486625 -4.279137 -0.127 0.025 0.009
H 2.958895 1.825134 -3.126281 -0.142 -0.144 -0.016
H 3.693295 0.298349 -2.628916 -0.151 -0.019 0.003
C 2.780213 5.000008 -2.255195 0.407 -0.350 -0.159
C 3.833414 4.006716 -2.569031 -0.558 0.797 0.205
N 4.644809 3.235491 -2.818888 0.350 0.074 0.082
H 3.180185 6.008367 -2.361219 0.045 -0.070 -0.018
H 1.937501 4.875118 -2.937204 -0.005 -0.051 0.092
H 2.431929 4.858721 -1.232547 -0.039 -0.067 -0.080
C -5.018225 -0.560122 5.565950 0.421 -0.415 -0.159
C -3.970523 -1.551442 5.231977 -0.703 0.694 0.252
N -3.164814 -2.320257 4.964893 0.238 -0.233 -0.063
H -4.600383 0.445771 5.539078 0.004 -0.060 -0.022
H -5.832342 -0.625535 4.844759 0.095 0.053 0.106
H -5.409400 -0.756223 6.563708 0.037 -0.015 -0.047
C -2.702727 -1.262155 -2.185275 -0.422 -0.377 0.266
C -3.653900 -2.251288 -1.627096 0.630 0.653 -0.400
N -4.384025 -3.020099 -1.191189 -0.287 -0.184 0.133
H -1.695249 -1.476440 -1.831726 -0.031 0.102 -0.042
H -2.714783 -1.308740 -3.273837 -0.006 -0.021 0.057
H -2.981925 -0.255968 -1.868755 0.106 -0.012 0.011
C -8.192541 -1.620571 1.935360 0.049 0.342 0.417
C -8.002832 -0.679731 3.063433 -0.146 -0.600 -0.790
N -7.854327 0.051110 3.933111 -0.028 0.122 0.189
H -9.112471 -2.187096 2.076454 0.028 0.052 0.005
H -8.254622 -1.067330 0.998998 0.024 -0.009 0.059
H -7.351390 -2.311548 1.885522 0.005 0.081 0.014
C 1.702956 -1.956582 0.160734 0.012 -0.153 0.532
C 1.930987 -2.304320 1.582472 -0.099 0.236 -0.958
N 2.107603 -2.571075 2.683439 0.023 -0.031 0.294
H 0.707102 -2.280111 -0.140946 0.030 0.035 0.039
H 1.786679 -0.880142 0.019538 0.009 -0.065 0.014
H 2.442438 -2.452722 -0.467656 0.023 0.061 0.062
C 6.993308 -0.209366 -3.350267 -0.746 -0.682 0.356
C 6.076366 -1.220753 -2.770066 0.589 0.591 -0.451
N 5.366739 -2.000390 -2.321808 -0.165 -0.234 0.125
H 8.009145 -0.396870 -3.013834 -0.119 -0.057 0.031
H 6.962304 -0.262940 -4.437929 -0.017 0.025 0.055
H 6.691773 0.787050 -3.035447 -0.044 -0.086 -0.028
C 5.534236 2.246947 0.838327 -0.309 -0.314 -0.269
C 4.607093 1.315646 0.160427 0.662 0.705 0.474
N 3.888276 0.599236 -0.366688 -0.199 -0.251 0.079
H 4.991104 2.837941 1.575202 -0.013 -0.051 -0.045
H 6.320946 1.685158 1.341083 -0.060 -0.007 -0.025
H 5.985072 2.916191 0.105490 -0.068 -0.058 -0.029
C 1.859234 3.049537 5.515315 -0.290 -0.359 0.106
C 0.924138 2.019023 6.016601 0.641 0.759 -0.314
N 0.196691 1.223518 6.402307 -0.140 -0.203 0.269
H 2.867548 2.836623 5.869372 -0.074 -0.031 0.032
H 1.854785 3.051360 4.424965 -0.087 -0.045 0.040
H 1.554293 4.031452 5.875257 -0.024 -0.070 0.001
C -7.503780 -4.792776 -0.824370 -0.813 0.102 -0.183
C -8.960859 -4.565977 -0.975540 0.971 -0.085 0.114
N -10.087480 -4.389631 -1.090351 -0.305 0.037 0.017
H -7.288237 -5.859370 -0.861948 -0.113 0.264 -0.072
H -6.964488 -4.292984 -1.628010 0.042 -0.006 0.104
H -7.163710 -4.394989 0.130967 0.033 0.002 -0.079
C -6.118087 -8.034768 1.878033 0.134 0.219 -0.488
C -5.769530 -7.464209 0.557369 -0.117 -0.459 0.921
N -5.500073 -7.020748 -0.463120 0.218 -0.140 -0.203
H -6.625929 -8.989492 1.745935 0.025 0.053 -0.027
H -5.212891 -8.190129 2.463888 -0.027 0.036 -0.052
H -6.776537 -7.351778 2.413924 0.037 -0.012 -0.043
C 2.038746 -1.444962 8.643750 0.236 0.416 0.184
C 2.814488 -0.332986 9.238844 -0.548 -0.754 -0.417
N 3.414482 0.526768 9.699183 0.180 0.242 0.122
H 1.180772 -1.048476 8.100231 0.066 0.043 0.012
H 2.667195 -2.007450 7.954116 -0.014 0.055 0.027
H 1.685858 -2.112854 9.428814 0.043 0.058 -0.007
C 11.366122 1.503378 -3.186325 -0.547 0.059 -0.055
C 9.905497 1.697340 -3.331841 1.013 -0.052 0.087
N 8.775957 1.847276 -3.444564 0.135 0.431 -0.091
H 11.603085 0.440314 -3.216124 -0.035 0.047 0.000
H 11.888595 2.007983 -3.998163 -0.056 -0.016 0.029
H 11.700923 1.916641 -2.235619 -0.047 -0.012 -0.041
```
Positions in Å, forces in eV/Å.

E_LUMO   1.413 eV
Frontier orbital gap   3.4 eV
Energy   -2262.34995 Eh
Largest force on an atom   2.42 eV/Å
Highest occupied orbital energy   -1.95 eV
Total charge   -1

=====

[2]
Density functional theory data (ωB97M-V with the def2-TZVPD basis set) for C35H54O6P3PdSe as an isolated structure.

```
100
Properties=species:S:1:pos:R:3:forces:R:3
Pd -0.399652 0.611273 -0.669339 0.019 0.574 0.070
C -1.853461 -1.122044 -3.703206 0.034 0.012 0.077
C -2.657744 -1.958395 -2.729019 -0.007 -0.028 0.021
C -2.943871 -3.348373 -3.265424 -0.005 0.013 -0.004
O -2.081056 -2.046260 -1.407301 -0.047 0.086 -0.038
P -0.676024 -2.466522 -0.807434 -0.040 -0.139 -0.053
O -0.764334 -2.574171 0.651027 0.008 -0.034 0.033
C 0.626574 -1.511739 -1.591160 0.078 -0.444 -0.503
P 2.190148 -1.244692 -0.735156 0.025 0.155 0.065
O 2.196243 -1.172581 0.728358 0.055 -0.001 0.014
O 2.698131 -0.017484 -1.587409 0.012 -0.075 0.071
C 3.741004 0.929824 -1.273321 0.021 0.069 -0.002
C 5.075119 0.364142 -1.724763 -0.042 0.000 -0.002
C 3.743392 1.349319 0.184828 0.009 -0.013 -0.012
O 3.153626 -2.419173 -1.274012 -0.057 -0.018 -0.038
C 3.112184 -3.668642 -0.547709 0.056 -0.008 0.015
C 4.259352 -3.695519 0.443121 -0.040 -0.047 -0.007
C 3.173957 -4.776341 -1.577916 -0.008 -0.011 0.041
O -0.333903 -3.906166 -1.489205 -0.017 -0.018 0.105
C -0.923270 -5.095711 -0.914091 -0.021 -0.019 -0.044
C -0.990691 -6.129617 -2.021880 0.002 0.011 0.009
C -0.100282 -5.596902 0.261126 -0.002 0.076 -0.068
H -2.445400 -0.978694 -4.609335 -0.014 0.000 0.002
H -0.929762 -1.628377 -3.991212 0.033 -0.012 0.006
H -1.615979 -0.137745 -3.292615 0.000 0.001 0.004
H -3.603821 -1.447682 -2.535948 0.030 0.003 0.008
H -2.013596 -3.853830 -3.522186 -0.006 0.027 -0.016
H -3.556624 -3.272927 -4.164872 -0.013 0.001 -0.018
H -3.480784 -3.946447 -2.527989 -0.003 -0.006 0.005
H 0.296534 -0.541292 -2.062621 -0.154 0.142 0.333
H 0.879700 -2.071199 -2.501174 0.047 -0.025 0.035
H 3.471657 1.792049 -1.887924 0.017 -0.037 0.012
H 5.345530 -0.499752 -1.115308 0.014 -0.012 0.003
H 5.854367 1.121760 -1.626962 0.008 0.008 0.018
H 5.021117 0.049910 -2.766712 0.009 -0.011 -0.010
H 4.041501 0.528634 0.835485 0.010 -0.014 0.012
H 2.752112 1.676593 0.494365 -0.016 -0.003 -0.020
H 4.447599 2.175363 0.306201 -0.017 0.024 -0.005
H 2.169570 -3.725543 0.003513 -0.032 -0.011 0.007
H 5.211230 -3.608500 -0.084744 0.021 0.006 -0.007
H 4.254124 -4.632568 1.004384 0.002 -0.001 -0.010
H 4.153753 -2.868817 1.143085 0.005 0.025 0.011
H 4.085585 -4.684064 -2.170471 0.013 0.000 -0.018
H 2.310732 -4.721479 -2.241092 -0.005 -0.001 -0.022
H 3.175659 -5.751508 -1.086802 0.005 -0.006 0.000
H -1.933429 -4.849919 -0.570242 0.016 0.019 0.002
H 0.013115 -6.316133 -2.407875 0.014 -0.012 -0.009
H -1.622389 -5.797038 -2.843355 0.011 -0.032 0.012
H -1.389992 -7.067174 -1.632683 -0.007 -0.018 0.003
H 0.893024 -5.892776 -0.083087 0.017 0.001 0.007
H -0.584410 -6.470855 0.701400 -0.007 -0.006 0.004
H -0.008151 -4.820998 1.017099 0.001 0.035 0.030
C -2.715421 0.782868 1.867891 0.031 -0.057 -0.010
P -0.926962 0.936345 1.471670 0.016 -0.252 0.092
C -0.547974 2.614286 2.123620 0.050 0.063 -0.083
C -1.178376 3.178699 3.230433 0.010 -0.008 0.006
C -0.790634 4.420601 3.710426 -0.025 -0.023 0.017
C 0.250359 5.109147 3.101017 0.021 0.014 -0.009
C 0.881123 4.560842 1.995383 -0.023 0.036 -0.021
C 0.468175 3.331593 1.499801 -0.023 -0.037 -0.047
C -0.181425 -0.044770 2.837609 -0.034 -0.020 0.015
C 1.071121 0.292417 3.345792 0.014 0.026 -0.014
C 1.683701 -0.488550 4.312090 0.008 -0.008 0.007
C 1.055343 -1.631611 4.787375 -0.015 0.007 -0.008
C -0.187739 -1.983218 4.281941 0.008 -0.009 0.014
C -0.798035 -1.198731 3.314295 -0.013 0.017 -0.001
H -2.932609 0.803169 2.936996 0.001 0.005 0.009
H -3.072829 -0.156956 1.445313 -0.004 0.002 0.013
H -3.233019 1.601082 1.367203 -0.021 0.039 -0.029
H -1.975563 2.643344 3.730220 -0.016 -0.018 0.023
H -1.295697 4.848989 4.568114 -0.007 0.002 0.002
H 0.557584 6.076528 3.480528 0.002 0.000 0.001
H 1.673593 5.105240 1.496021 0.009 -0.005 -0.008
H 0.907888 2.914840 0.596640 -0.024 0.038 0.039
H 1.579834 1.174443 2.974310 0.005 -0.001 0.000
H 2.660622 -0.208395 4.688201 0.001 0.002 -0.001
H 1.534547 -2.246966 5.539627 0.000 -0.001 0.000
H -0.682596 -2.881632 4.631858 -0.002 -0.004 0.002
H -1.748350 -1.512290 2.903933 0.003 -0.001 -0.003
C -3.809740 6.192749 1.186069 0.012 -0.010 -0.004
C -3.022199 5.307380 0.256276 -0.004 0.021 0.025
C -1.748491 5.662828 -0.159279 0.003 0.014 -0.004
C -0.994205 4.853243 -1.002162 0.007 -0.004 -0.003
C 0.378489 5.301271 -1.415092 -0.006 0.001 -0.006
C -1.510612 3.622705 -1.436262 -0.038 -0.043 -0.011
Se -0.420016 2.425105 -2.466835 -0.012 0.012 -0.164
C -2.825172 3.278705 -1.071496 0.008 -0.006 0.001
C -3.461322 2.006024 -1.553438 0.041 -0.040 0.050
C -3.547497 4.117644 -0.228859 -0.015 -0.013 -0.002
H -3.151493 6.674252 1.911641 -0.007 0.007 0.008
H -4.554655 5.617819 1.738532 -0.006 -0.003 0.000
H -4.337660 6.982142 0.643232 0.000 0.003 -0.002
H -1.313645 6.591478 0.200024 0.012 0.011 0.007
H 0.616111 6.273788 -0.979868 -0.003 0.020 0.010
H 0.451298 5.366525 -2.502901 0.015 0.004 0.006
H 1.133243 4.573818 -1.110410 0.022 -0.013 0.003
H -2.919530 1.137113 -1.156940 -0.041 0.022 -0.033
H -3.397158 1.933915 -2.641107 0.008 -0.015 -0.021
H -4.508371 1.953504 -1.245040 0.006 0.005 0.005
H -4.552049 3.823461 0.065173 -0.005 -0.003 0.001
```
Positions in Å, forces in eV/Å.

E_LUMO   2.511 eV
Frontier orbital gap   5.8 eV
Energy   -5371.19657 Eh
Largest force on an atom   0.68 eV/Å
ΔE to the lowest compared entry with this formula, charge and spin   0.0 kcal per mole
Highest occupied orbital energy   -3.31 eV
Total charge   -1